(1)
Below is 5 unconnected molecules or ions with the total composition C7H22NO4 in a non-equilibrium geometry, with properties calculated with ωB97M-V with the def2-TZVPD basis set.

The geometry in XYZ format:
```
34
C7H22NO4 ωB97M-V with the def2-TZVPD basis set
C 1.41 -0.87 -0.25
H -1.89 2.58 -3.92
H 2.62 -0.13 -1.69
H 0.17 -3.34 3.50
H 3.63 0.13 3.49
H -1.91 -1.25 2.43
O 3.43 0.02 2.55
C 0.49 1.37 -2.06
H -4.82 -0.41 1.70
H 0.43 -1.43 1.56
H -0.35 -3.59 2.06
H 1.01 1.96 -0.07
H 1.94 -1.82 -0.22
H -2.16 -0.27 -2.84
C -1.58 1.72 -3.34
H 0.98 0.81 -2.86
C 1.51 1.54 -0.96
H -5.04 0.15 0.24
H 0.46 0.17 1.38
H -2.91 0.48 -4.36
H 4.35 -0.08 2.27
C 2.31 0.27 -0.71
C -2.26 0.59 -3.50
H -2.39 0.20 2.41
H 3.16 0.44 -0.07
N 1.03 -0.66 1.22
H 1.90 -0.55 1.76
O -0.11 -2.89 2.69
O -4.63 -0.52 0.77
H 0.48 -0.99 -0.80
H 2.17 2.35 -1.30
C -0.72 1.92 -2.14
O -1.62 -0.36 2.31
H -1.06 2.46 -1.26
```

Results
Highest occupied orbital energy in eV: -11.90
Net charge: +1
Frontier orbital gap in Eh: 0.338
F_max in eV/A: 2.1
Energy relative to the best compared isomer or geometry (same formula, charge and spin) in kJ/mol: 40.4
Multiplicity: 1


(2)
Below is a gas-phase ion, C6H19N2Si (charge +1) in a non-equilibrium geometry, with properties calculated with ωB97M-V with the def2-TZVPD basis set.

The geometry in XYZ format:
```
28
C6H19N2Si ωB97M-V with the def2-TZVPD basis set
H 0.57 -0.51 -1.91
H -2.15 -1.75 -1.21
H -2.33 2.20 -1.42
H -1.88 1.03 0.83
H -3.55 -1.74 1.38
H -1.82 -2.58 0.12
H -0.54 -0.70 1.37
C 2.51 0.03 0.04
H 3.11 2.10 0.10
N -2.06 -1.69 -0.15
C -3.41 -1.35 0.44
H 3.83 0.21 2.03
C -1.37 1.79 -0.95
H -0.72 1.51 -1.90
Si 0.84 -0.82 -0.52
H 3.00 -0.75 -0.39
H 0.92 -2.25 -0.02
C -0.82 -0.55 0.23
C 2.83 1.43 -0.72
H -3.32 -0.23 0.57
H 3.66 1.49 -1.52
H 2.09 0.69 1.88
H 1.76 1.60 -1.13
H -0.67 2.58 -0.60
H -4.27 -1.48 -0.15
H 2.51 -0.91 2.03
N -1.56 0.67 0.01
C 2.84 -0.04 1.55
```

Results
Highest occupied orbital energy in eV: -13.55
Net charge: +1
Frontier orbital gap in Eh: 0.388
F_max in eV/A: 3.9
SMILES string: CN[C@@H]([NH2+]C)[SiH2]C(C)C
Energy relative to the best compared isomer or geometry (same formula, charge and spin) in kJ/mol: 238.9
Multiplicity: 1


(3)
Below is C2H5NOS in the gas phase in a non-equilibrium geometry, with properties calculated with ωB97M-V with the def2-TZVPD basis set.

The geometry in XYZ format:
```
10
C2H5NOS ωB97M-V with the def2-TZVPD basis set
H 1.66 0.65 -0.77
H -0.01 -1.15 0.72
H 1.83 0.38 0.93
C 0.22 -0.51 -0.07
O -0.29 1.87 -0.06
C -0.67 0.76 0.11
S -2.38 0.15 -0.04
H -1.84 -1.03 0.20
H -0.16 -1.09 -0.95
N 1.65 -0.03 -0.06
```

Results
Highest occupied orbital energy in eV: -9.54
Frontier orbital gap in Eh: 0.368
F_max in eV/A: 3.3
SMILES string: NCC(=O)S
Energy relative to the best compared isomer or geometry (same formula, charge and spin) in kJ/mol: 144.2
Multiplicity: 1


(4)
Below is a molecular structure, C56H41Cl4N4OPtSbSe4 in a non-equilibrium geometry, with properties calculated with ωB97M-V with the def2-TZVPD basis set.

The geometry in XYZ format:
```
112
C56H41Cl4N4OPtSbSe4 ωB97M-V with the def2-TZVPD basis set
C -3.91 5.30 -2.11
C 0.55 -5.47 -1.58
C 3.23 -1.00 4.71
H 5.02 0.49 1.96
C -1.08 -0.18 4.19
Cl 5.44 -4.32 5.37
H -1.33 -4.81 0.89
C 4.73 -2.94 4.59
H 5.55 4.27 -4.65
H -2.62 -5.85 1.01
C -1.01 -6.60 -3.15
C 6.39 5.26 -2.98
C -1.17 0.94 3.22
H -4.50 4.80 0.34
N 0.00 1.10 2.57
H 2.17 -7.40 -3.98
O 0.71 -4.52 -0.76
H -1.51 -3.45 -1.69
C 0.01 4.81 -2.52
C 0.94 0.13 3.01
C 4.49 2.14 0.59
C 0.18 -0.64 4.05
C 4.31 1.10 1.45
N 0.46 3.48 -0.61
H -6.99 0.61 2.58
H -3.30 4.08 -5.75
H 3.63 -5.38 -3.56
H 3.57 -7.04 -1.82
H 2.66 -0.30 5.40
H 2.21 -6.30 0.38
H 5.08 5.21 0.08
C 3.00 3.53 -0.90
H -2.05 -6.83 -3.49
C -4.72 4.99 -4.36
C -2.45 1.58 3.00
C -2.40 3.84 0.11
Cl 7.82 5.65 -3.90
C -2.76 3.86 -3.68
C -2.90 4.33 -2.33
C 3.06 -6.10 -1.65
C -4.89 5.49 -3.06
H -3.18 -3.54 -0.99
H -4.47 3.55 2.57
C -6.09 0.68 3.14
N 2.18 1.83 0.78
Se -8.00 0.85 -0.35
C 4.19 4.15 -1.59
C 3.94 -5.15 -2.51
H -1.02 -6.54 0.61
H 4.05 -6.20 0.38
C -1.71 -5.70 0.42
C 2.87 0.94 1.60
Se -5.76 -2.42 -0.66
C -3.62 4.27 0.75
H 6.88 6.19 -1.00
H 3.86 -2.02 6.44
C -3.60 4.26 -4.73
H -5.75 6.07 -2.91
C 1.69 3.91 -1.25
C -0.74 -5.94 -1.94
Pt 0.22 2.20 0.90
C 1.68 -6.09 -2.32
C -1.94 4.04 -1.23
H -3.81 5.80 -1.17
H -5.43 0.40 6.48
H 5.47 2.52 0.17
H -1.89 3.20 -3.94
H 5.00 -5.31 -2.45
H -3.08 0.91 5.65
C -6.28 0.54 4.53
H 4.30 -1.47 1.55
C -2.52 2.67 1.99
C -3.90 0.80 4.94
C -2.00 -5.47 -1.08
H -2.78 -4.16 -2.67
C 0.07 -7.08 -3.91
C 3.94 -1.97 5.34
C 5.16 4.91 -0.95
H -2.75 -6.15 -1.37
C 6.26 5.51 -1.62
H 5.70 -3.06 2.70
C -2.42 -4.08 -1.58
H 2.89 -4.80 0.10
C -5.25 0.54 5.41
C 1.38 -6.89 -3.40
H 0.72 -1.38 4.60
H 3.80 -4.09 -2.35
C -0.57 4.06 -1.46
C -3.71 1.12 3.63
H -1.91 -0.65 4.82
C 4.85 -2.69 3.27
Sb -6.07 -0.18 -1.51
C 2.26 0.07 2.63
C 3.20 -0.86 3.33
H 3.66 3.22 -3.42
C 3.22 2.62 0.15
H -4.64 0.97 1.71
H -0.43 5.23 -3.38
C 1.37 4.71 -2.37
C 4.12 -1.66 2.62
C -3.69 3.53 1.89
H 2.13 5.18 -3.00
Cl -5.63 5.93 -5.47
C -4.81 0.91 2.75
Se -6.46 -0.15 -4.00
H -0.03 -7.41 -4.96
Cl -7.92 0.48 5.14
C 4.33 3.98 -2.91
N -1.68 2.96 1.00
C 5.42 4.51 -3.63
C 3.07 -5.81 -0.08
Se -3.94 0.84 -0.82
```

Results
Highest occupied orbital energy (alpha / beta) in eV: -6.84 / -6.77
Frontier orbital gap (alpha / beta) in Eh: 0.162 / 0.104
F_max in eV/A: 4.6
⟨S²⟩: 6.198
Multiplicity: 5


(5)
Below is 2 unconnected molecules or ions with the total composition C5H16NO in a non-equilibrium geometry, with properties calculated with ωB97M-V with the def2-TZVPD basis set.

The geometry in XYZ format:
```
23
C5H16NO ωB97M-V with the def2-TZVPD basis set
C -0.53 -0.70 0.69
C 1.27 0.74 -1.67
N 0.04 0.48 1.41
C 1.67 -0.68 -2.08
H 1.54 1.47 -2.39
H -0.80 0.92 -2.49
H 1.36 -1.53 -1.31
H -0.60 -1.31 -1.38
H -2.10 -0.42 -1.01
H -0.07 0.33 2.39
H 1.04 0.55 1.24
H -0.44 1.33 1.18
O -1.34 0.26 3.95
H 2.81 -0.81 -2.12
H -1.39 -1.08 1.34
H -1.50 -0.62 4.27
H -0.77 1.75 -1.08
H -1.84 0.83 4.50
C -1.07 -0.45 -0.85
C -0.34 0.82 -1.53
H 0.04 -1.70 0.59
H 1.39 -1.19 -3.01
H 1.62 1.00 -0.64
```

Results
Highest occupied orbital energy in eV: -14.84
Net charge: +1
Frontier orbital gap in Eh: 0.429
F_max in eV/A: 5.3
Energy relative to the best compared isomer or geometry (same formula, charge and spin) in kJ/mol: 192.9
Multiplicity: 1


(6)
Below is a molecular structure, C13H24ClN5O in a non-equilibrium geometry, with properties calculated with ωB97M-V with the def2-TZVPD basis set.

The geometry in XYZ format:
```
44
C13H24ClN5O ωB97M-V with the def2-TZVPD basis set
C -3.80 1.85 -1.28
C -0.40 -0.79 1.58
C -1.54 0.14 -0.05
H -0.27 -2.77 1.86
C -1.85 1.79 -2.81
H -2.43 -1.08 -1.66
C -2.84 0.98 -2.15
H -2.81 -0.39 -3.85
N -0.07 -1.87 2.29
C -0.32 1.60 1.23
H 2.42 -0.20 2.12
H 2.73 -0.39 -1.50
H 0.79 -0.64 3.80
N -2.16 -0.20 -1.26
H 0.62 -2.38 4.07
N -1.14 -0.90 0.41
C 4.45 0.24 -0.43
H 1.65 -1.70 0.43
H 3.36 -2.02 0.38
H -4.31 2.57 -2.08
Cl -0.03 3.03 1.72
N -0.03 0.62 1.94
C 2.89 -0.22 -0.52
H -4.29 -0.28 -3.01
C 2.51 -1.40 0.52
N -1.25 1.38 0.19
H -2.12 2.68 -3.39
C 2.37 -2.14 2.79
H 4.87 0.57 0.55
H -3.09 2.36 -0.77
H -5.39 1.22 -0.13
H -3.87 1.03 -3.98
H 2.41 -3.03 2.52
C 2.88 -1.02 1.93
O -4.68 1.10 -0.70
C -3.55 0.09 -3.36
H -0.98 1.13 -3.42
H 3.85 -0.92 2.34
H 3.01 -1.99 3.87
H 4.77 1.08 -1.00
H 5.23 -0.68 -0.72
H -1.06 2.43 -1.85
H 2.43 0.64 0.01
C 1.05 -1.53 3.38
```

Results
Highest occupied orbital energy in eV: -8.38
Frontier orbital gap in Eh: 0.334
F_max in eV/A: 14.8
Energy relative to the best compared isomer or geometry (same formula, charge and spin) in kJ/mol: 1287.6
Multiplicity: 1